The following is a DFT calculation (the ωB97M-V functional and the def2-TZVPD basis) of a gas-phase ion, C6H12N3O2S (charge +1).

Results
F_max, eV/A: 5.42
LUMO, eV: -3.69
E_HOMO, Ha: -0.4636
Total charge: +1
E_tot, a.u.: -948.51701

Last column: natural (NBO) charge in e.
CARTESIAN COORDINATES (ANGSTROEM)
S1 -1.893 -0.518 0.140  0.106
O1 -1.209 2.121 0.181  -0.546
O2 1.550 2.596 0.150  -0.600
N1 4.780 -0.496 0.358  -0.718
N2 0.516 0.477 0.213  -0.672
N3 2.831 -1.416 -0.355  -0.789
C1 2.990 0.962 0.188  -0.487
C2 -3.594 0.294 -0.024  -0.461
C3 -4.662 -0.784 0.141  -0.646
C4 -0.820 1.018 0.169  0.601
C5 3.498 -0.318 0.038  0.516
C6 1.662 1.318 0.128  0.655
H1 -3.828 1.137 0.619  0.242
H2 5.216 -1.338 0.315  0.399
H3 0.710 2.966 0.339  0.529
H4 -3.506 0.654 -0.991  0.211
H5 -4.220 -1.233 1.124  0.224
H6 0.678 -0.525 0.272  0.443
H7 3.653 1.804 0.291  0.263
H8 3.199 -2.257 -0.107  0.402
H9 2.131 -1.449 -1.107  0.430
H10 5.411 0.228 0.644  0.423
H11 -5.751 -0.410 0.424  0.243
H12 -4.868 -1.349 -0.745  0.232

Forces on atoms 1 to 6 (eV/Å):
-0.33 2.04 0.42
0.49 2.08 -0.03
0.62 1.16 -0.36
-0.67 2.03 0.30
1.66 2.97 -0.50
-2.20 2.04 -1.11